C84H84O28 | the ωB97M-V functional and the def2-TZVPD basis

```
196
Properties=species:S:1:pos:R:3:forces:R:3
C 22.83777 -24.19691 5.65205 1.219 -0.783 -1.171
C 24.00957 -23.45348 5.67041 0.928 -0.242 0.453
C 25.22580 -24.03870 5.34077 -0.012 0.491 0.329
C 25.22369 -25.34434 4.84107 0.641 0.826 -0.262
C 24.04504 -26.06739 4.76243 -0.786 0.561 -0.102
C 22.81852 -25.50684 5.17081 1.560 -0.240 0.874
O 21.75515 -26.35872 5.30168 -0.559 0.625 -0.638
O 26.37541 -23.25669 5.64781 0.105 -0.919 -1.659
H 21.95918 -23.75487 5.95314 -1.955 0.929 0.768
H 24.11006 -22.45309 6.08152 -0.600 0.035 -0.028
H 26.15913 -25.70063 4.42448 -0.039 -0.462 0.218
H 24.01319 -27.05682 4.34721 0.173 -0.333 -0.054
H 20.92758 -25.87033 5.11550 0.453 -0.284 0.229
H 27.09940 -23.41469 4.97437 -1.029 -0.012 0.940
C 26.33164 -19.67143 9.60796 -0.652 0.926 1.134
C 25.81636 -19.52130 8.33655 0.741 -0.026 -1.630
C 26.54737 -20.06339 7.24826 -0.615 -0.124 1.624
C 27.70022 -20.77834 7.51665 0.165 0.597 -0.943
C 28.24748 -20.76482 8.78109 0.517 -0.608 1.023
C 27.55466 -20.29397 9.87292 -1.379 0.251 -0.149
O 27.92494 -20.42909 11.20392 -0.591 2.490 -1.024
O 26.06785 -19.96873 5.96626 -0.026 -1.127 -0.309
H 25.78402 -19.21339 10.45224 0.308 -0.472 -0.452
H 24.89927 -18.98157 8.07773 0.217 -0.247 0.520
H 28.19663 -21.27387 6.68090 0.115 0.191 0.267
H 29.22775 -21.14319 8.98566 0.444 -0.563 -0.211
H 28.21477 -21.28654 11.37723 0.854 -2.198 0.269
H 26.28604 -20.85415 5.58590 -0.329 0.774 -0.237
C 19.34104 -12.06066 4.17438 0.295 0.023 -0.230
C 20.17891 -13.03827 3.68705 1.745 -1.345 -1.562
C 19.78672 -14.37624 3.55247 0.965 -1.367 0.178
C 18.55967 -14.78543 4.02080 0.070 1.283 0.248
C 17.78525 -13.78383 4.57527 -0.485 -0.129 -0.672
C 18.09518 -12.43323 4.56524 -1.364 -0.628 0.974
O 17.16161 -11.51767 5.02625 -1.469 -0.901 -0.142
O 20.59867 -15.46345 3.09737 -0.503 1.745 0.104
H 19.63559 -11.04686 4.23878 0.366 0.878 -0.096
H 21.17037 -12.82964 3.23201 -0.823 0.279 0.792
H 18.22868 -15.79816 3.92876 -0.107 -0.405 0.125
H 16.81604 -14.01699 4.91070 -1.210 -0.521 0.514
H 16.23840 -11.95231 5.05893 2.360 0.900 -0.102
H 21.42622 -15.11259 2.73555 -0.120 0.002 0.109
C 24.86860 -15.96553 -0.62466 -1.264 -0.038 -2.934
C 25.49202 -15.78498 -1.88991 -0.965 0.537 1.202
C 24.74796 -15.69061 -3.04723 -0.749 -1.407 -0.056
C 23.37532 -16.03511 -2.98804 0.861 0.678 1.482
C 22.72078 -16.20137 -1.75073 1.530 -0.214 -1.445
C 23.49070 -16.19349 -0.59259 -0.226 -0.006 0.869
O 22.82023 -16.45181 0.62636 -0.623 -0.099 -1.867
O 25.40034 -15.48675 -4.24697 0.040 -0.027 1.274
H 25.41849 -15.87855 0.24984 1.022 -0.162 1.561
H 26.54182 -15.64397 -1.96331 0.771 0.158 0.104
H 22.81496 -16.21626 -3.87151 -0.420 0.182 -0.778
H 21.68208 -16.43778 -1.84311 -0.482 -0.123 0.664
H 23.43297 -16.54940 1.34240 0.925 -0.041 0.991
H 24.71254 -15.50035 -4.89408 -0.467 0.066 -1.040
C 16.88672 -18.41197 4.07703 -1.507 2.678 1.543
C 16.03700 -17.45339 4.78642 0.810 -1.869 -1.744
C 15.40026 -16.47120 4.07198 0.336 -0.056 -0.267
C 15.68550 -16.27857 2.72374 0.134 0.885 -1.200
C 16.56398 -17.12800 2.06591 -0.331 -0.061 0.289
C 17.16044 -18.18731 2.75114 -0.560 -0.494 0.154
O 17.88927 -19.15331 2.09338 0.870 0.670 -0.859
O 14.47406 -15.68771 4.69819 -1.067 -0.253 0.691
H 17.31010 -19.21750 4.61788 0.379 -0.759 0.317
H 15.69309 -17.53895 5.80303 0.497 -0.479 0.411
H 15.25552 -15.42932 2.13286 0.176 -0.930 0.817
H 16.70178 -17.06249 0.99465 0.134 0.259 -0.009
H 18.36695 -18.71289 1.34984 -0.433 -0.647 0.330
H 13.95502 -16.28006 5.29726 0.644 0.946 -0.648
C 24.97456 -15.66981 7.99784 0.354 0.666 -0.353
C 23.59970 -15.91882 7.67794 1.595 1.241 1.025
C 22.75215 -14.83640 7.39185 0.156 -1.966 -0.367
C 23.27096 -13.58173 7.40189 0.355 1.307 -0.287
C 24.62418 -13.32712 7.62839 0.826 0.205 2.008
C 25.54492 -14.34469 7.97366 -2.642 -0.348 -1.436
O 26.87454 -14.08214 8.14124 -0.153 -0.853 0.406
O 21.46645 -15.20341 7.04807 0.439 0.084 0.299
H 25.69228 -16.46527 8.23009 -0.582 -0.009 -0.054
H 23.12424 -16.88423 7.78712 0.470 -0.144 -0.172
H 22.66694 -12.72244 7.15315 -0.331 0.078 0.081
H 24.91022 -12.28418 7.89581 -0.075 -0.643 -0.869
H 27.10443 -13.22103 7.78315 -0.246 0.103 0.007
H 20.94476 -14.44509 6.78858 -0.155 0.391 -0.134
C 24.35623 -13.91358 4.40469 -1.028 -0.194 -0.788
C 24.16637 -12.54062 4.40729 -0.171 -0.350 1.549
C 23.57594 -11.85269 3.39295 0.239 -0.651 -2.444
C 23.22015 -12.60485 2.24675 -0.242 0.797 0.103
C 23.38826 -13.99112 2.21617 -0.832 1.852 -1.248
C 23.95241 -14.62159 3.26916 1.669 -0.959 0.847
O 24.26826 -15.94889 3.04962 0.036 -0.287 0.764
O 23.48423 -10.48321 3.45081 -0.152 -0.514 -0.037
H 24.62478 -14.45328 5.29528 0.533 0.010 0.154
H 24.34819 -11.98668 5.30466 0.433 0.185 0.408
H 22.77207 -12.11520 1.36271 0.235 -0.200 0.572
H 23.04335 -14.53486 1.34409 0.257 0.177 0.138
H 24.66187 -16.38319 3.84026 -0.633 0.271 -0.508
H 23.34311 -10.20069 2.54360 -0.123 0.363 -0.023
C 28.65478 -20.57445 3.72762 0.453 -2.322 0.409
C 28.05905 -19.38738 3.43410 -0.625 -0.477 -1.094
C 26.88601 -19.46009 2.67253 0.330 0.535 -0.291
C 26.35381 -20.68390 2.30988 0.025 -0.144 -0.905
C 27.02721 -21.86143 2.57545 0.232 0.748 1.112
C 28.16133 -21.83575 3.36038 0.315 -0.195 0.120
O 28.77511 -23.07257 3.73897 -0.647 1.560 -0.277
O 26.36812 -18.32189 2.08561 -0.876 0.373 0.870
H 29.59401 -20.61101 4.21497 0.896 0.348 0.680
H 28.64335 -18.52074 3.66035 -0.402 0.762 0.011
H 25.50199 -20.77571 1.61549 0.420 0.504 0.690
H 26.61707 -22.72622 2.17192 -0.479 -1.727 -0.459
H 29.53994 -22.88687 4.30510 -0.199 0.039 -0.227
H 25.48911 -18.17684 2.49326 0.430 0.086 -0.370
C 17.33243 -16.89480 -1.66655 1.160 -0.468 0.958
C 16.89475 -15.59455 -1.58539 -2.158 0.247 -1.125
C 17.49250 -14.64691 -0.77736 -0.487 0.321 0.864
C 18.60753 -15.00577 -0.08252 1.777 -1.903 -1.250
C 19.22060 -16.29845 -0.29918 -0.498 1.016 1.324
C 18.48410 -17.28575 -0.97671 0.296 0.393 0.226
O 18.81721 -18.63800 -0.96220 1.601 1.668 0.093
O 16.94278 -13.39336 -0.49528 -0.147 -0.937 -1.260
H 16.85317 -17.72811 -2.13184 -0.709 0.076 -0.668
H 15.96054 -15.32885 -2.13660 0.762 -0.161 0.469
H 19.10816 -14.23671 0.44852 0.493 0.352 0.763
H 20.18621 -16.48556 0.24198 -1.194 0.025 -0.607
H 19.81172 -18.58162 -0.76531 -1.334 -0.886 -0.016
H 16.25633 -13.27904 -1.17566 0.177 0.320 0.483
C 22.02059 -21.04079 3.48987 -0.013 -0.412 0.580
C 23.13696 -20.34037 3.96089 0.497 -0.083 -0.690
C 23.04930 -18.97089 4.27388 -0.354 0.015 0.675
C 21.77384 -18.32599 4.38117 1.697 -2.010 -0.889
C 20.69367 -19.08724 3.92606 -0.920 -0.545 -0.531
C 20.75556 -20.42953 3.42464 1.471 0.769 1.095
O 19.67305 -21.20545 3.04800 0.221 0.488 0.286
O 24.19143 -18.22619 4.55408 -0.193 -0.144 0.083
H 22.22046 -22.11494 3.29545 -0.653 0.781 -0.138
H 24.09988 -20.94024 3.95667 -1.074 1.238 0.167
H 21.69707 -17.31594 4.77714 -0.153 -0.076 -0.330
H 19.73165 -18.59561 3.92792 -0.261 -0.024 0.056
H 18.95523 -20.64386 2.70896 -0.022 0.323 0.011
H 24.87118 -18.77000 4.99032 -0.072 -0.260 0.076
C 20.01470 -20.21655 10.09653 0.920 0.450 0.027
C 21.19455 -19.79616 9.47318 1.495 -1.956 1.770
C 21.19135 -19.07042 8.31951 -0.989 -1.147 0.749
C 19.94340 -18.76841 7.81607 0.484 2.158 -1.755
C 18.76727 -19.06370 8.42906 -0.106 -1.127 0.361
C 18.80426 -19.85595 9.56532 -1.587 -0.869 0.923
O 17.57412 -20.34782 10.03058 0.437 0.369 0.012
O 22.33820 -18.87700 7.66345 0.601 0.549 -1.309
H 20.16110 -20.84361 10.96427 -0.506 -0.116 0.098
H 22.14110 -20.30478 9.87272 -1.167 1.281 -0.684
H 19.92111 -18.15715 6.89946 -0.103 -0.367 0.242
H 17.84152 -18.89229 7.93050 -0.577 0.354 -0.079
H 17.59808 -20.81577 10.88679 0.561 0.443 -0.667
H 22.08938 -18.65146 6.74515 0.465 -0.057 0.227
C 23.37608 -19.82027 -0.12285 -0.240 -1.085 0.204
C 24.02928 -21.05886 -0.20437 0.222 -0.442 -0.262
C 23.39900 -22.27091 -0.06043 -1.713 -0.459 0.861
C 21.97777 -22.26291 0.24072 2.894 0.141 -1.351
C 21.31302 -21.07885 0.19556 -0.803 0.989 0.878
C 22.00693 -19.84119 0.06973 -0.171 -1.093 -0.112
O 21.24978 -18.71225 0.13670 -0.615 0.013 0.033
O 24.18607 -23.41486 -0.10597 0.128 1.578 -0.103
H 23.98642 -18.93349 -0.16020 -0.189 0.361 -0.166
H 25.08132 -21.15691 -0.40638 0.359 0.438 -0.082
H 21.45463 -23.15930 0.42429 -0.506 -0.891 0.095
H 20.22928 -21.14145 0.46668 1.024 0.582 -0.500
H 21.77120 -17.95297 0.41248 0.535 0.564 0.100
H 23.68178 -24.21321 -0.03446 -0.750 -0.761 0.163
C 19.57731 -25.09180 7.65735 -0.634 -0.186 -0.274
C 18.91173 -24.59371 6.54557 0.218 1.687 0.859
C 19.04941 -23.20376 6.23667 -0.549 -2.035 -0.497
C 19.90374 -22.41739 6.99379 -0.904 -0.030 0.071
C 20.49801 -22.91187 8.14860 -0.048 -0.893 -0.797
C 20.35558 -24.25697 8.41576 1.563 -0.432 2.390
O 21.01297 -24.81109 9.57730 -0.623 1.541 -1.342
O 18.20272 -22.77311 5.20109 1.294 0.639 -0.107
H 19.37860 -26.08523 8.02663 0.194 -0.243 -0.164
H 18.14057 -25.18750 6.09243 -0.013 -0.156 -0.472
H 19.94899 -21.38208 6.78595 0.188 1.044 -0.251
H 21.06742 -22.30311 8.82462 0.178 0.337 -0.109
H 21.50420 -24.05120 9.96261 -0.386 -0.923 -0.241
H 18.66607 -22.11977 4.61512 -0.307 -0.548 0.587
C 19.29124 -26.48459 1.85181 -1.073 -1.412 -0.225
C 20.45754 -26.75895 1.16840 0.782 -1.007 -0.609
C 21.59362 -26.01883 1.43897 -0.923 0.592 -0.026
C 21.44751 -24.90361 2.24061 -0.606 -0.479 -0.753
C 20.23212 -24.58875 2.82337 -0.835 -0.519 1.485
C 19.12852 -25.48280 2.78000 0.963 0.706 -0.832
O 17.90852 -25.38199 3.41853 1.099 -0.686 -0.948
O 22.79923 -26.18871 0.81733 -0.089 -0.470 -0.252
H 18.45357 -27.14243 1.65696 -0.159 0.042 0.044
H 20.50540 -27.58577 0.41236 -0.209 0.760 0.833
H 22.26982 -24.24950 2.13041 0.723 0.960 0.860
H 20.15608 -23.72612 3.45876 0.035 0.514 0.039
H 17.89910 -24.59084 3.93589 -0.053 1.179 0.728
H 22.70128 -27.00498 0.31305 0.432 0.039 -0.155
```
Positions in Å, forces in eV/Å.

* electronic energy: -145797.1416 eV
* HOMO: -8.026 eV

Atom charges from the Mulliken analysis, given in e for atoms 1 to 5: 0.804 -0.230 -0.033 -0.875 -0.573